No. 1
DFT (the ωB97M-V functional and the def2-TZVPD basis) results for a single C5H3ClN4O2 molecule at a distorted geometry.

XYZ file:
```
15
C5H3ClN4O2, DFT the ωB97M-V functional and the def2-TZVPD basis
C -0.002 2.176 1.172
C 1.038 -0.755 0.004
C -0.541 0.559 -1.287
C 0.543 -0.411 -1.175
C -0.740 0.921 1.009
N 0.593 3.125 1.133
N -1.137 0.932 -0.253
N 0.570 -0.266 1.225
N 1.163 -0.639 2.390
O 2.066 -1.408 2.345
O 0.674 -0.197 3.418
Cl 1.262 -1.073 -2.599
H 1.910 -1.457 0.179
H -0.958 0.867 -2.261
H -1.525 0.863 1.881
```

## Properties
**Energy above the lowest of the compared OMol25 structures with the same formula, charge and spin**: 21.4 kcal per mole
**2S+1**: 1
**SMILES string**: N#C[C@H]1N=CC(Cl)=CN1[N+](=O)[O-]
**Total charge**: 0
**Strongest force on any atom**: 4.38 eV/Å

Mulliken population analysis, charges in e, atoms 1 to 2:
1 C 0.24
2 C -0.26



No. 2
DFT (the ωB97M-V functional and the def2-TZVPD basis) results for a molecular structure, C2H8N2O2 at a distorted geometry.

XYZ file:
```
14
C2H8N2O2, DFT the ωB97M-V functional and the def2-TZVPD basis
C 1.359 0.400 0.309
O 2.127 -0.653 -0.258
H 1.751 -1.488 0.043
H 1.525 0.506 1.395
H 1.714 1.328 -0.144
H 0.051 -0.626 0.956
N -1.162 1.369 -0.558
C -0.456 0.204 -0.366
O -1.238 -1.912 -0.010
N -1.076 -0.605 0.617
H -2.162 -2.093 0.204
H -0.734 2.055 -1.162
H -1.569 1.771 0.276
H -0.130 -0.256 -1.303
```

## Properties
**Energy above the lowest of the compared OMol25 structures with the same formula, charge and spin**: 130.4 kcal per mole
**2S+1**: 1
**Total charge**: 0
**Strongest force on any atom**: 4.98 eV/Å

Mulliken population analysis, charges in e, atoms 1 to 2:
1 C -0.73
2 O -0.48



No. 3
DFT (the ωB97M-V functional and the def2-TZVPD basis) results for 12 unconnected molecules or ions with the total composition C48H96O25S11 at a distorted geometry.

XYZ file:
```
180
C48H96O25S11, DFT the ωB97M-V functional and the def2-TZVPD basis
C 0.474 -2.522 0.671
C 0.539 -1.953 -0.742
O 0.783 -0.507 -0.740
C -0.239 0.352 -0.767
O -1.417 0.051 -0.844
O 0.239 1.549 -0.686
C -0.614 2.596 -0.284
H -0.292 -2.009 1.252
H 1.427 -2.368 1.177
H 0.247 -3.585 0.748
H -0.403 -2.257 -1.199
H 1.451 -2.418 -1.117
H -0.981 2.432 0.730
H -1.453 2.677 -0.975
H -0.040 3.518 -0.190
C -3.029 -0.346 2.453
C -2.084 0.790 2.419
C -2.122 1.465 3.802
S -3.942 1.441 4.264
O -4.581 2.767 4.088
O -4.188 0.706 5.495
C -4.314 0.292 2.913
H -2.672 -1.048 3.207
H -3.134 -0.748 1.446
H -2.529 1.511 1.734
H -1.081 0.535 2.077
H -1.855 2.518 3.707
H -1.516 0.800 4.417
H -4.769 0.856 2.099
H -5.132 -0.399 3.115
C 1.718 -6.146 -5.508
C 2.032 -4.609 -5.616
C 2.287 -4.097 -4.164
S 2.177 -5.495 -3.029
O 1.572 -5.070 -1.767
O 3.498 -6.143 -3.029
C 1.120 -6.501 -4.085
H 2.679 -6.606 -5.735
H 1.061 -6.366 -6.350
H 1.151 -4.138 -6.052
H 2.927 -4.298 -6.156
H 1.447 -3.496 -3.817
H 3.160 -3.501 -3.897
H 0.087 -6.189 -3.927
H 1.152 -7.534 -3.737
C -4.835 3.582 0.104
C -4.228 3.378 -1.321
C -4.275 1.888 -1.601
S -5.993 1.442 -1.089
O -6.030 0.136 -0.410
O -6.889 1.610 -2.225
C -6.212 2.869 0.054
H -4.970 4.639 0.333
H -4.313 3.240 0.998
H -3.272 3.898 -1.382
H -4.879 3.954 -1.979
H -3.667 1.472 -0.798
H -3.945 1.498 -2.564
H -6.663 2.526 0.985
H -6.909 3.481 -0.517
C -0.794 -0.284 -5.522
C -2.100 -0.032 -4.704
C -2.819 -1.388 -4.362
S -1.900 -2.645 -5.357
O -2.767 -3.448 -6.221
O -1.059 -3.394 -4.415
C -1.041 -1.539 -6.419
H 0.025 -0.333 -4.806
H -0.628 0.649 -6.062
H -2.754 0.694 -5.186
H -1.938 0.486 -3.759
H -3.808 -1.393 -4.820
H -2.693 -1.720 -3.332
H -1.787 -1.237 -7.155
H -0.303 -1.982 -7.087
C 0.460 -3.934 5.526
C -0.692 -4.141 4.490
C -1.659 -2.994 4.784
S -1.820 -2.907 6.659
O -2.797 -3.884 7.176
O -1.834 -1.495 7.032
C -0.040 -3.600 6.935
H 1.235 -3.244 5.192
H 1.156 -4.752 5.709
H -1.183 -5.082 4.739
H -0.265 -4.319 3.503
H -2.600 -3.094 4.243
H -1.180 -2.040 4.563
H -0.185 -4.519 7.502
H 0.569 -2.921 7.532
C 4.033 -3.506 0.626
C 5.452 -3.513 0.036
C 5.697 -4.903 -0.568
S 4.933 -6.180 0.558
O 5.939 -6.684 1.507
O 3.956 -7.188 -0.023
C 3.958 -4.841 1.461
H 3.262 -3.517 -0.144
H 3.763 -2.585 1.143
H 6.163 -3.306 0.836
H 5.579 -2.676 -0.651
H 6.692 -5.175 -0.919
H 5.032 -5.029 -1.423
H 4.606 -4.653 2.318
H 2.991 -5.249 1.753
C 2.378 2.644 2.647
C 2.836 2.647 4.136
C 2.036 1.507 4.761
S 2.041 0.074 3.529
O 0.703 -0.580 3.559
O 3.327 -0.678 3.596
C 2.217 1.201 2.095
H 2.953 3.258 1.953
H 1.408 3.141 2.688
H 2.637 3.586 4.654
H 3.908 2.483 4.247
H 1.013 1.854 4.908
H 2.339 1.099 5.725
H 1.228 1.182 1.637
H 3.013 1.024 1.372
C 0.117 6.241 3.071
C -0.695 5.358 4.071
C -2.135 5.773 3.828
S -2.261 5.991 1.980
O -3.127 7.118 1.623
O -2.463 4.691 1.316
C -0.505 6.371 1.704
H 1.161 5.935 3.138
H 0.129 7.218 3.554
H -0.412 5.494 5.115
H -0.567 4.300 3.840
H -2.275 6.801 4.164
H -2.999 5.153 4.067
H -0.390 7.256 1.078
H -0.218 5.522 1.084
C -2.821 -3.564 -0.726
C -3.268 -5.016 -0.953
C -4.069 -5.121 -2.350
S -5.121 -3.633 -2.269
O -6.340 -4.031 -1.531
O -5.209 -2.993 -3.648
C -4.050 -2.727 -1.036
H -2.096 -3.384 -1.520
H -2.420 -3.295 0.252
H -3.786 -5.229 -0.017
H -2.352 -5.607 -0.929
H -4.574 -6.059 -2.580
H -3.420 -4.895 -3.196
H -4.554 -2.436 -0.115
H -3.823 -1.769 -1.505
C 3.519 2.128 -2.845
C 3.108 0.685 -3.234
C 4.388 -0.200 -3.052
S 5.124 0.336 -1.497
O 6.562 0.515 -1.753
O 4.541 -0.335 -0.365
C 4.417 2.051 -1.550
H 2.630 2.665 -2.514
H 4.010 2.579 -3.707
H 2.697 0.729 -4.243
H 2.276 0.407 -2.587
H 5.017 0.282 -3.801
H 4.457 -1.261 -3.291
H 5.267 2.733 -1.591
H 3.858 2.172 -0.622
C 2.682 7.721 -2.027
C 1.786 7.861 -0.800
C 2.615 7.225 0.286
S 3.142 5.566 -0.420
O 2.053 4.600 -0.233
O 4.504 5.245 -0.002
C 3.038 6.204 -2.136
H 3.552 8.362 -1.887
H 2.322 8.226 -2.924
H 0.774 7.483 -0.940
H 1.616 8.901 -0.521
H 2.104 7.238 1.248
H 3.486 7.847 0.492
H 2.396 5.520 -2.691
H 3.954 5.990 -2.686
```

## Properties
**2S+1**: 1
**SMILES string**: O=S1(=O)CCCC1.O=S1(=O)CCCC1.O=S1(=O)CCCC1.O=S1(=O)CCCC1.O=S1(=O)CCCC1.O=S1(=O)CCCC1.O=S1(=O)CCCC1.O=S1(=O)CCCC1.O=S1(=O)CCCC1.O=S1(=O)CCCC1.O=S1(=O)CCCC1.CCOC(=O)OC
**Total charge**: 0
**Strongest force on any atom**: 4.22 eV/Å

Mulliken population analysis, charges in e, atoms 1 to 2:
1 C -0.41
2 C 1.54



No. 4
DFT (the ωB97M-V functional and the def2-TZVPD basis) results for a gas-phase ion, C4H8NO (charge +1) at a distorted geometry.

XYZ file:
```
14
C4H8NO, DFT the ωB97M-V functional and the def2-TZVPD basis
C -0.870 0.238 -0.304
C 0.218 -0.296 -1.219
C -0.275 0.753 0.983
C 1.259 -1.032 -0.364
N -0.864 0.606 2.057
O 2.383 -1.427 -0.917
H -1.452 0.926 -0.740
H -1.614 -0.518 -0.086
H -0.404 -0.919 -1.783
H 0.702 0.511 -1.713
H 0.607 1.277 0.793
H -0.598 1.117 2.958
H -1.737 0.074 2.263
H 2.645 -1.310 -1.928
```

## Properties
**Energy above the lowest of the compared OMol25 structures with the same formula, charge and spin**: 80.1 kcal per mole
**2S+1**: 1
**Total charge**: +1
**Strongest force on any atom**: 6.31 eV/Å

Mulliken population analysis, charges in e, atoms 1 to 2:
1 C -0.89
2 C -0.48



No. 5
DFT (the ωB97M-V functional and the def2-TZVPD basis) results for 5 unconnected molecules or ions with the total composition C42H71BF7N3O21P4 at a distorted geometry.

XYZ file:
```
149
C42H71BF7N3O21P4, DFT the ωB97M-V functional and the def2-TZVPD basis
C -2.786 -7.114 -0.289
C -3.616 -5.984 -1.187
O -4.729 -6.663 -1.872
C -4.677 -6.442 -3.338
C -5.525 -5.043 -3.659
O -5.030 -4.316 -4.839
C -3.677 -3.748 -4.595
C -3.610 -2.115 -4.831
O -2.255 -1.662 -4.462
C -2.180 -0.195 -4.357
C -1.465 0.147 -2.886
C -2.364 0.929 -1.760
N -3.800 1.271 -2.107
C -4.585 1.405 -0.988
C -5.241 0.097 -0.192
C -4.890 2.957 -0.485
C -1.671 1.304 -0.314
C -0.100 0.859 -0.107
B 0.602 1.219 1.340
O 0.348 2.580 1.930
O 1.436 0.222 2.040
C 0.755 -1.078 2.172
C 0.810 0.076 -1.264
N 2.229 -0.217 -0.933
C 2.953 -0.971 -2.069
C 4.518 -1.275 -1.672
F 5.282 -2.146 -2.559
F 5.164 0.067 -1.459
C 4.547 -2.000 -0.164
F 4.446 -1.022 0.951
F 3.481 -3.068 -0.119
C 5.995 -2.801 0.081
F 7.176 -1.972 -0.318
F 5.999 -4.166 -0.549
F 6.182 -3.064 1.557
C 2.184 -1.366 -3.449
C 2.981 -2.226 -4.643
C 3.013 -3.849 -4.352
C 4.442 -4.708 -4.217
C 4.533 -6.314 -3.902
C 3.175 -7.215 -3.695
C 1.731 -6.434 -3.864
C 1.644 -4.795 -4.187
C 0.133 -4.178 -4.332
N 0.759 -1.036 -3.821
C 0.128 -0.312 -2.676
H -1.621 -7.045 -0.466
H -3.062 -6.960 0.854
H -3.164 -8.172 -0.649
H -2.868 -5.434 -1.911
H -4.081 -5.171 -0.462
H -5.239 -7.359 -3.845
H -3.574 -6.406 -3.744
H -6.634 -5.378 -3.852
H -5.517 -4.387 -2.672
H -2.936 -4.361 -5.264
H -3.416 -3.952 -3.455
H -4.385 -1.583 -4.103
H -3.803 -1.801 -5.958
H -3.197 0.364 -4.511
H -1.438 0.226 -5.193
H -6.346 0.406 0.124
H -4.600 -0.248 0.728
H -5.328 -0.856 -0.903
H -3.906 3.334 0.028
H -5.009 3.594 -1.481
H -5.838 3.051 0.197
H -2.265 1.875 0.534
H 1.141 2.718 2.557
H 0.840 -1.540 3.264
H 1.230 -1.866 1.440
H -0.397 -1.044 1.921
H 2.404 -2.098 -5.681
H 4.056 -1.760 -4.798
H 5.463 -4.118 -4.318
H 5.587 -6.859 -3.786
H 3.175 -8.371 -3.431
H 0.731 -7.027 -3.729
H -0.708 -4.982 -4.469
H 0.153 -3.345 -5.161
H -0.112 -3.611 -3.311
C 1.855 7.313 6.467
O 2.011 6.584 5.269
P 3.511 6.302 4.755
O 4.610 6.883 5.588
O 3.477 6.818 3.229
C 3.341 8.210 3.031
O 3.538 4.701 4.598
C 4.673 4.139 3.974
H 2.010 8.377 6.270
H 0.837 7.166 6.834
H 2.554 6.967 7.234
H 3.965 8.770 3.733
H 2.294 8.497 3.157
H 3.656 8.451 2.012
H 5.588 4.471 4.471
H 4.699 4.423 2.918
H 4.609 3.050 4.042
C 6.903 11.798 10.019
O 5.712 11.045 9.938
P 5.818 9.453 10.156
O 7.194 8.913 10.387
O 5.067 8.857 8.861
C 5.706 9.039 7.615
O 4.764 9.186 11.343
C 4.475 7.839 11.650
H 7.468 11.686 9.089
H 6.642 12.851 10.150
H 7.513 11.482 10.870
H 6.782 8.859 7.695
H 5.528 10.056 7.257
H 5.285 8.330 6.898
H 5.396 7.284 11.849
H 3.933 7.375 10.822
H 3.844 7.810 12.542
C 0.968 4.383 -0.666
O 1.941 4.962 -1.508
P 1.428 5.724 -2.831
O -0.051 5.712 -3.062
O 2.301 5.049 -4.004
C 2.025 3.696 -4.304
O 2.089 7.184 -2.678
C 1.983 8.051 -3.787
H 0.622 3.441 -1.101
H 1.425 4.178 0.305
H 0.122 5.060 -0.516
H 0.948 3.506 -4.311
H 2.509 3.052 -3.565
H 2.428 3.468 -5.293
H 0.940 8.155 -4.096
H 2.582 7.670 -4.619
H 2.367 9.034 -3.502
C -9.278 -9.923 -4.325
O -9.439 -9.604 -2.960
P -8.133 -9.667 -2.019
O -6.866 -10.102 -2.684
O -8.610 -10.602 -0.796
C -8.842 -11.964 -1.089
O -8.098 -8.198 -1.362
C -7.164 -7.984 -0.325
H -9.220 -11.009 -4.441
H -10.148 -9.555 -4.874
H -8.382 -9.453 -4.738
H -8.065 -12.362 -1.749
H -9.820 -12.075 -1.563
H -8.832 -12.530 -0.155
H -6.158 -8.261 -0.651
H -7.444 -8.567 0.556
H -7.171 -6.924 -0.060
```

## Properties
**2S+1**: 1
**SMILES string**: CCOCCOCCOCc1c(N=C(C)C)cc(B(O)OC)c2nc(C(F)(F)C(F)(F)C(F)(F)F)c(Cc3ccccc3C)nc12.COP(=O)(OC)OC.COP(=O)(OC)OC.COP(=O)(OC)OC.COP(=O)(OC)OC
**Total charge**: 0
**Strongest force on any atom**: 7.69 eV/Å

Mulliken population analysis, charges in e, atoms 1 to 2:
1 C -0.91
2 C 0.15



No. 6
DFT (the ωB97M-V functional and the def2-TZVPD basis) results for 3 unconnected molecules or ions with the total composition C2H11NO2 at a distorted geometry.

XYZ file:
```
16
C2H11NO2, DFT the ωB97M-V functional and the def2-TZVPD basis
C 1.634 -0.635 0.993
C 0.514 -1.522 0.689
N -0.754 -0.832 0.154
H 2.160 0.005 0.185
H 2.436 -1.358 1.374
H 1.386 -0.001 1.930
H 0.269 -1.965 1.701
H 0.899 -2.384 0.020
H -0.581 -0.963 -0.858
H -1.403 -1.535 0.436
H -0.964 0.746 0.572
H 0.472 1.644 0.613
O -0.497 1.667 0.613
H -0.515 1.666 -1.474
H -0.318 0.439 -2.475
O -0.934 1.142 -2.262
```

## Properties
**Energy above the lowest of the compared OMol25 structures with the same formula, charge and spin**: 35.0 kcal per mole
**2S+1**: 1
**SMILES string**: CCN.O.O
**Total charge**: 0
**Strongest force on any atom**: 3.88 eV/Å

Mulliken population analysis, charges in e, atoms 1 to 2:
1 C -1.18
2 C -0.17



Table of orbital gap (eV), in record order: 8.4 9.3 9.1 8.1 6.0 10.9